Record 1
This record from the Open Molecules 2025 dataset describes a structure of composition C32H66O7P3Pd. The level of theory is wB97M-V/def2-TZVPD.

Computed properties:
E_LUMO (alpha / beta) = -1.67 / -3.43 eV
E_tot = -79935.519 eV
HOMO energy (alpha / beta) = -10.75 / -11.60 eV

ORCA input file:
```
! RIJCOSX wB97M-V def2-TZVPD def2/J DEFGRID3
* xyz 1 3
Pd -0.911 -0.221 0.567
C -2.291 -1.327 -5.640
C -2.176 -2.103 -4.351
C -3.467 -2.759 -3.919
O -1.790 -1.140 -3.308
P -0.532 -1.329 -2.397
O -0.296 -0.094 -1.583
C -0.803 -2.807 -1.402
P 0.424 -3.047 -0.090
O 0.738 -1.756 0.594
O 1.692 -3.686 -0.728
C 1.731 -5.057 -1.273
C 2.603 -5.877 -0.353
C 2.246 -4.967 -2.687
O -0.158 -4.183 0.817
C -1.252 -3.912 1.765
C -2.274 -5.005 1.586
C -0.657 -3.836 3.150
O 0.668 -1.777 -3.297
C 1.659 -0.820 -3.847
C 2.820 -0.774 -2.885
C 2.022 -1.326 -5.220
H -2.596 -1.993 -6.449
H -1.339 -0.868 -5.909
H -3.039 -0.538 -5.535
H -1.381 -2.848 -4.441
H -4.239 -2.001 -3.771
H -3.344 -3.314 -2.987
H -3.806 -3.454 -4.688
H -0.805 -3.686 -2.051
H -1.783 -2.716 -0.926
H 0.713 -5.454 -1.260
H 3.610 -5.455 -0.319
H 2.665 -6.902 -0.723
H 2.195 -5.895 0.658
H 3.274 -4.596 -2.689
H 1.634 -4.296 -3.291
H 2.237 -5.960 -3.142
H -1.689 -2.946 1.508
H -1.832 -5.976 1.816
H -2.655 -5.030 0.563
H -3.115 -4.838 2.262
H -0.177 -4.783 3.406
H -1.443 -3.636 3.880
H 0.086 -3.039 3.209
H 1.181 0.157 -3.915
H 3.328 -1.740 -2.856
H 2.484 -0.523 -1.878
H 3.533 -0.014 -3.211
H 2.507 -2.302 -5.151
H 2.716 -0.631 -5.693
H 1.141 -1.417 -5.855
O 0.032 1.665 1.482
P 0.263 3.143 1.698
C -0.176 3.706 3.392
C -1.672 3.995 3.638
C -2.511 2.718 3.723
C -2.012 1.826 4.858
C -0.533 1.496 4.665
C 0.305 2.773 4.530
C -0.693 4.246 0.594
C -0.087 4.547 -0.794
C -0.308 3.423 -1.812
C -1.794 3.139 -1.992
C -2.400 2.755 -0.649
C -2.173 3.826 0.418
C 2.001 3.643 1.444
C 2.622 2.990 0.187
C 3.110 1.559 0.420
C 4.073 1.481 1.599
C 3.400 2.025 2.854
C 2.960 3.475 2.639
H 0.365 4.659 3.462
H -2.076 4.694 2.908
H -1.735 4.505 4.606
H -2.424 2.160 2.786
H -3.564 2.970 3.856
H -2.607 0.912 4.918
H -2.144 2.353 5.809
H -0.411 0.889 3.765
H -0.158 0.909 5.507
H 1.357 2.521 4.440
H 0.206 3.348 5.458
H -0.675 5.178 1.173
H 0.968 4.806 -0.726
H -0.593 5.446 -1.164
H 0.167 2.497 -1.468
H 0.159 3.693 -2.761
H -1.949 2.341 -2.722
H -2.297 4.034 -2.375
H -1.945 1.817 -0.325
H -3.473 2.570 -0.742
H -2.606 3.486 1.356
H -2.728 4.726 0.132
H 1.904 4.717 1.255
H 3.476 3.612 -0.106
H 1.927 3.006 -0.651
H 3.595 1.202 -0.490
H 2.252 0.909 0.610
H 4.968 2.077 1.382
H 4.404 0.453 1.754
H 4.067 1.967 3.716
H 2.532 1.393 3.073
H 3.852 4.069 2.412
H 2.538 3.907 3.546
C -2.745 -0.426 1.541
H -3.347 -1.183 1.046
H -3.219 0.552 1.498
H -2.506 -0.700 2.569
*
```

Record 2
This record from the Open Molecules 2025 dataset describes a cluster of 7 separate species, C32H67NO15 in total. The level of theory is wB97M-V/def2-TZVPD.

Computed properties:
E_LUMO = 0.64 eV
E_tot = -66471.108 eV
HOMO energy = -8.68 eV

ORCA input file:
```
! RIJCOSX wB97M-V def2-TZVPD def2/J DEFGRID3
* xyz 0 1
C 0.627 1.414 0.855
C -0.717 0.760 1.125
O -1.373 0.212 -0.009
C -1.622 1.123 -1.050
C -0.658 0.969 -2.255
O 0.464 0.210 -1.887
C 1.357 0.029 -2.965
N 2.513 -0.684 -2.479
C 3.806 -0.212 -2.975
C 4.815 0.118 -1.845
O 4.156 0.366 -0.623
C 5.032 0.212 0.486
H 0.533 2.322 0.255
H 1.070 1.711 1.808
H 1.304 0.733 0.341
H -0.553 -0.088 1.793
H -1.387 1.450 1.652
H -1.603 2.153 -0.684
H -2.637 0.923 -1.402
H -0.341 1.963 -2.600
H -1.188 0.476 -3.081
H 0.835 -0.517 -3.767
H 1.664 1.013 -3.342
H 2.402 -1.660 -2.712
H 4.288 -0.991 -3.574
H 3.683 0.665 -3.611
H 5.547 -0.688 -1.746
H 5.365 1.019 -2.154
H 4.871 1.036 1.184
H 6.077 0.216 0.179
H 4.829 -0.739 0.986
O -1.452 4.705 3.584
C -2.218 3.987 4.166
O -2.507 2.784 3.636
C -3.255 1.776 4.330
C -4.749 1.957 4.173
C -2.914 4.423 5.435
H -2.952 1.733 5.377
H -2.941 0.842 3.866
H -5.091 2.889 4.626
H -5.279 1.129 4.643
H -5.024 1.971 3.119
H -3.829 4.948 5.159
H -2.260 5.118 5.954
H -3.170 3.609 6.108
O 4.923 4.847 -4.738
C 4.679 4.894 -3.563
O 4.422 3.745 -2.911
C 4.277 3.669 -1.484
C 2.859 3.962 -1.043
C 4.586 6.207 -2.820
H 5.007 4.307 -0.985
H 4.519 2.640 -1.235
H 2.562 4.985 -1.278
H 2.762 3.813 0.032
H 2.167 3.284 -1.545
H 3.565 6.579 -2.910
H 5.253 6.914 -3.306
H 4.844 6.146 -1.767
O -7.138 0.240 2.128
C -7.376 -0.802 2.674
O -6.459 -1.281 3.551
C -6.696 -2.437 4.359
C -6.353 -3.720 3.632
C -8.609 -1.613 2.366
H -7.720 -2.442 4.734
H -6.041 -2.306 5.220
H -6.993 -3.870 2.763
H -6.474 -4.575 4.298
H -5.319 -3.691 3.287
H -8.401 -2.265 1.519
H -9.401 -0.932 2.071
H -8.966 -2.218 3.195
O -10.963 -2.107 0.265
C -11.984 -1.490 0.394
O -12.312 -1.047 1.627
C -13.412 -0.161 1.868
C -14.718 -0.908 2.036
C -12.928 -1.254 -0.760
H -13.470 0.599 1.088
H -13.148 0.351 2.792
H -15.001 -1.434 1.124
H -15.518 -0.213 2.291
H -14.629 -1.644 2.835
H -13.610 -2.102 -0.823
H -12.338 -1.219 -1.672
H -13.512 -0.341 -0.685
O 7.743 -1.440 -0.488
C 8.886 -1.368 -0.124
O 9.222 -0.380 0.729
C 10.513 -0.288 1.342
C 11.509 0.436 0.462
C 9.949 -2.300 -0.651
H 10.868 -1.276 1.637
H 10.338 0.275 2.257
H 11.697 -0.106 -0.465
H 12.458 0.553 0.987
H 11.132 1.425 0.202
H 10.352 -1.873 -1.570
H 9.475 -3.247 -0.897
H 10.768 -2.486 0.038
O 8.611 -4.681 -5.039
C 7.427 -4.558 -4.883
O 6.932 -4.639 -3.631
C 5.566 -4.355 -3.311
C 4.677 -5.569 -3.480
C 6.481 -4.382 -6.048
H 5.206 -3.500 -3.884
H 5.589 -4.048 -2.266
H 4.640 -5.901 -4.517
H 3.660 -5.338 -3.158
H 5.052 -6.395 -2.876
H 6.194 -5.370 -6.408
H 7.020 -3.871 -6.841
H 5.582 -3.819 -5.817
*
```

Record 3
This record from the Open Molecules 2025 dataset describes a cluster of 9 separate species, C32H68N4O15S4 in total at a distorted geometry. The level of theory is wB97M-V/def2-TZVPD.

Computed properties:
E_LUMO = 0.11 eV
E_tot = -114296.634 eV
HOMO energy = -9.44 eV

ORCA input file:
```
! RIJCOSX wB97M-V def2-TZVPD def2/J DEFGRID3
* xyz 0 1
C 7.995 7.258 5.337
C 6.761 6.508 5.834
O 6.380 6.586 7.028
N 6.210 5.666 4.958
C 5.173 4.675 5.210
H 7.663 7.824 4.466
H 8.743 6.511 5.071
H 8.426 8.062 5.933
H 6.799 5.416 4.176
H 4.343 5.333 5.468
H 5.431 3.976 6.006
H 4.888 4.095 4.332
C 1.178 -8.218 -2.604
C 0.556 -7.293 -1.647
O 0.675 -7.477 -0.421
N -0.181 -6.308 -2.080
C -0.662 -6.093 -3.435
H 2.069 -8.617 -2.119
H 1.518 -7.764 -3.535
H 0.512 -9.051 -2.828
H -0.511 -5.609 -1.430
H 0.031 -6.002 -4.271
H -1.262 -5.185 -3.378
H -1.404 -6.857 -3.665
C 5.022 -2.646 -7.641
C 5.150 -1.252 -7.130
O 6.010 -0.552 -7.540
N 4.298 -0.770 -6.196
C 3.158 -1.415 -5.588
H 4.401 -2.590 -8.535
H 4.659 -3.420 -6.965
H 5.966 -3.074 -7.979
H 4.605 0.150 -5.914
H 2.348 -0.772 -5.245
H 3.471 -1.904 -4.666
H 2.819 -2.232 -6.225
C -11.514 1.135 -2.122
C -11.121 2.169 -1.079
O -11.259 1.914 0.124
N -10.814 3.374 -1.622
C -10.687 4.542 -0.720
H -12.597 1.130 -2.242
H -11.193 0.167 -1.737
H -11.042 1.239 -3.099
H -10.586 3.498 -2.598
H -10.244 5.390 -1.242
H -9.994 4.468 0.118
H -11.612 4.809 -0.209
C -3.373 3.856 0.250
C -2.992 2.366 0.111
O -2.049 2.107 1.147
C -1.283 1.048 1.087
O -1.414 0.199 0.234
O -0.509 0.937 2.133
C 0.573 -0.017 2.134
H -2.497 4.455 -0.001
H -3.693 4.166 1.245
H -4.228 3.979 -0.414
H -2.653 2.009 -0.862
H -3.864 1.719 0.208
H 1.323 0.080 1.348
H 0.320 -1.074 2.220
H 1.149 0.123 3.048
C 2.547 8.901 -2.727
C 3.824 9.081 -1.846
C 4.735 7.920 -2.137
S 3.711 6.431 -2.557
O 3.615 5.544 -1.420
O 4.073 5.867 -3.870
C 2.119 7.380 -2.801
H 2.915 9.404 -3.621
H 1.729 9.492 -2.315
H 3.462 8.976 -0.823
H 4.320 10.050 -1.896
H 5.537 7.667 -1.443
H 5.334 8.075 -3.034
H 1.596 7.017 -1.916
H 1.543 7.036 -3.659
C -6.116 0.776 -7.610
C -6.888 0.069 -8.859
C -8.294 0.789 -8.813
S -7.990 2.550 -8.357
O -8.887 2.915 -7.244
O -7.950 3.385 -9.586
C -6.249 2.342 -7.778
H -5.078 0.449 -7.655
H -6.530 0.354 -6.694
H -6.994 -1.016 -8.870
H -6.331 0.381 -9.743
H -8.799 0.440 -7.913
H -8.864 0.573 -9.717
H -6.148 2.953 -6.881
H -5.617 2.694 -8.594
C 8.016 -5.962 6.581
C 7.140 -4.949 5.841
C 6.549 -5.694 4.628
S 7.860 -6.765 3.941
O 8.531 -6.059 2.921
O 7.395 -8.152 3.872
C 8.888 -6.607 5.480
H 7.417 -6.628 7.201
H 8.692 -5.451 7.266
H 7.814 -4.105 5.691
H 6.354 -4.568 6.492
H 6.156 -5.006 3.879
H 5.715 -6.369 4.821
H 9.792 -6.048 5.239
H 9.169 -7.624 5.753
C -2.017 -4.826 9.981
C -1.183 -4.336 8.736
C -1.981 -4.483 7.422
S -3.584 -5.425 7.882
O -3.802 -6.551 6.979
O -4.717 -4.523 8.176
C -2.945 -6.017 9.530
H -2.677 -4.011 10.277
H -1.334 -5.129 10.775
H -0.280 -4.929 8.591
H -0.840 -3.318 8.918
H -1.556 -5.156 6.677
H -2.288 -3.526 6.999
H -2.298 -6.856 9.278
H -3.694 -6.168 10.308
*
```